# 1
The following is a DFT calculation (wB97M-V/def2-TZVPD) of a structure of composition C49H48Cl2N7OS2Ti at a distorted geometry.

Output
Multiplicity: 2
Charge: -2
E_LUMO (alpha / beta) (eV): 3.97 / 3.81

Positions of all 110 atoms, in Å:
1 Ti 0.008 0.155 -0.003
2 C -2.528 3.212 -5.133
3 C -1.758 3.761 -3.926
4 C -1.821 2.825 -2.760
5 C -2.714 2.810 -1.740
6 C -3.850 3.743 -1.477
7 C -5.196 3.208 -1.983
8 C -2.370 1.668 -0.911
9 N -1.210 1.083 -1.367
10 C -0.891 1.731 -2.535
11 C 0.071 1.315 -3.411
12 C 1.039 0.337 -3.099
13 C 2.123 -0.037 -3.940
14 C 2.207 0.218 -5.413
15 C 1.095 -0.489 -6.197
16 C 3.036 -0.696 -3.130
17 C 2.451 -0.748 -1.836
18 C 3.039 -1.291 -0.671
19 C 2.310 -1.697 0.412
20 N 0.937 -1.592 0.477
21 C 0.522 -2.495 1.423
22 C -0.796 -2.753 1.703
23 C -1.871 -1.990 1.216
24 N -1.732 -0.850 0.463
25 C -2.947 -0.219 0.529
26 C -3.198 1.061 -0.007
27 C -3.901 -1.023 1.215
28 C -3.224 -2.155 1.632
29 C -3.682 -3.372 2.387
30 C -5.164 -3.716 2.239
31 C -5.316 -0.587 1.465
32 C -5.451 0.022 2.864
33 C 1.673 -3.138 2.023
34 C 2.780 -2.594 1.449
35 C 4.217 -2.817 1.800
36 C 4.902 -3.906 0.965
37 C 1.612 -4.273 2.997
38 C 1.392 -5.603 2.263
39 N 1.210 -0.177 -1.849
40 C 4.368 -1.253 -3.533
41 C 5.381 -0.161 -3.904
42 H -2.472 3.900 -5.980
43 H -3.578 3.067 -4.877
44 H -2.116 2.249 -5.438
45 H -2.176 4.726 -3.630
46 H -0.714 3.921 -4.205
47 H -3.645 4.696 -1.969
48 H -3.910 3.940 -0.405
49 H -5.182 3.086 -3.069
50 H -5.999 3.903 -1.730
51 H -5.420 2.239 -1.536
52 H 0.168 1.835 -4.356
53 H 3.168 -0.135 -5.794
54 H 2.147 1.295 -5.611
55 H 1.205 -1.573 -6.124
56 H 1.125 -0.212 -7.255
57 H 0.116 -0.221 -5.801
58 H 4.105 -1.479 -0.682
59 H -1.022 -3.524 2.427
60 H -4.095 1.583 0.296
61 H -3.447 -3.247 3.451
62 H -3.099 -4.227 2.034
63 H -5.785 -3.034 2.819
64 H -5.354 -4.733 2.590
65 H -5.460 -3.654 1.191
66 H -6.006 -1.425 1.360
67 H -5.601 0.156 0.717
68 H -5.153 -0.703 3.623
69 H -6.478 0.338 3.068
70 H -4.795 0.884 2.970
71 H 4.281 -3.095 2.856
72 H 4.762 -1.877 1.680
73 H 4.375 -4.854 1.079
74 H 5.935 -4.047 1.291
75 H 4.905 -3.639 -0.092
76 H 0.791 -4.122 3.701
77 H 2.538 -4.324 3.576
78 H 0.493 -5.543 1.650
79 H 1.277 -6.430 2.969
80 H 2.229 -5.820 1.598
81 H 4.253 -1.934 -4.384
82 H 4.774 -1.848 -2.711
83 H 5.131 0.312 -4.853
84 H 6.386 -0.583 -3.989
85 H 5.391 0.618 -3.140
86 Cl 2.301 3.537 -0.903
87 C 2.762 3.032 0.681
88 C 3.622 3.803 1.459
89 C 3.964 3.374 2.712
90 Cl 5.012 4.389 3.673
91 C 3.518 2.146 3.232
92 C 3.870 1.625 4.498
93 C 3.398 0.397 4.866
94 C 2.606 -0.332 3.963
95 N 2.264 0.113 2.783
96 C 2.676 1.344 2.411
97 C 2.232 1.827 1.128
98 O 1.398 1.156 0.381
99 H 4.009 4.735 1.073
100 H 4.503 2.200 5.160
101 H 3.647 -0.032 5.829
102 H 2.232 -1.318 4.221
103 S -0.790 1.028 2.435
104 C -1.409 2.633 2.158
105 S -0.718 3.657 1.001
106 C -2.488 3.073 2.958
107 C -3.226 4.238 2.662
108 N -3.914 5.144 2.440
109 C -2.936 2.373 4.099
110 N -3.335 1.872 5.064

# 2
The following is a DFT calculation (wB97M-V/def2-TZVPD) of a cluster of 9 separate species, C49H48F6IN9O7P2 in total at a distorted geometry.

Output
Charge: 0
SMILES: NP(O)[C@@H]1C(=O)O[C@H](C(=O)C(F)(F)C(F)(F)C(F)(F)C(=O)O)[C@@H]1P(O)I.c1ccncc1.c1ccncc1.c1ccncc1.c1ccncc1.c1ccncc1.c1ccncc1.c1ccncc1.c1ccncc1
E_LUMO (eV): -1.10

Positions of all 122 atoms, in Å:
1 N -0.867 1.128 2.476
2 P -0.605 -0.535 2.719
3 O 0.998 -0.652 2.368
4 C -1.404 -1.495 1.253
5 C -0.238 -2.164 0.536
6 O 0.342 -3.194 0.783
7 O 0.148 -1.364 -0.533
8 C -0.873 -0.494 -0.943
9 C -0.365 0.926 -0.972
10 O -0.788 1.778 -0.221
11 C 0.758 1.382 -1.985
12 F 1.956 1.408 -1.396
13 F 0.440 2.650 -2.284
14 C 0.797 0.667 -3.362
15 F -0.456 0.698 -3.837
16 F 1.541 1.449 -4.157
17 C 1.421 -0.770 -3.433
18 F 2.176 -1.020 -2.365
19 F 2.236 -0.795 -4.505
20 C 0.425 -1.930 -3.670
21 O -0.390 -1.921 -4.547
22 O 0.660 -2.973 -2.859
23 C -2.010 -0.798 0.042
24 P -3.372 0.445 0.270
25 O -3.635 0.898 -1.285
26 I -5.246 -1.051 0.803
27 H -0.141 1.617 1.972
28 H -1.785 1.367 2.124
29 H 1.239 -0.129 1.593
30 H -2.082 -2.228 1.654
31 H -1.299 -0.722 -1.920
32 H -0.175 -3.351 -2.571
33 H -2.517 -1.614 -0.482
34 H -4.383 0.442 -1.679
35 C 2.700 6.219 -0.392
36 C 2.111 4.982 -0.595
37 C 0.960 4.673 0.113
38 N 0.385 5.500 0.985
39 C 0.963 6.687 1.170
40 C 2.115 7.092 0.510
41 H 3.599 6.497 -0.927
42 H 2.532 4.268 -1.290
43 H 0.468 3.723 -0.035
44 H 0.471 7.340 1.883
45 H 2.538 8.069 0.700
46 C 2.560 -6.603 -2.040
47 C 1.945 -7.820 -2.289
48 C 0.863 -8.182 -1.502
49 N 0.381 -7.429 -0.516
50 C 0.987 -6.263 -0.288
51 C 2.072 -5.805 -1.019
52 H 3.407 -6.282 -2.634
53 H 2.294 -8.473 -3.076
54 H 0.350 -9.124 -1.667
55 H 0.577 -5.670 0.520
56 H 2.519 -4.848 -0.790
57 C 5.104 0.953 -5.244
58 C 4.583 2.218 -5.445
59 C 5.393 3.180 -6.029
60 N 6.650 2.954 -6.406
61 C 7.135 1.731 -6.204
62 C 6.409 0.697 -5.631
63 H 4.498 0.181 -4.789
64 H 3.569 2.452 -5.154
65 H 5.023 4.184 -6.208
66 H 8.161 1.578 -6.519
67 H 6.855 -0.278 -5.493
68 C -1.885 -10.309 0.951
69 C -2.238 -8.997 1.220
70 C -3.522 -8.747 1.680
71 N -4.439 -9.692 1.875
72 C -4.081 -10.948 1.611
73 C -2.824 -11.309 1.150
74 H -0.892 -10.548 0.591
75 H -1.532 -8.191 1.073
76 H -3.840 -7.734 1.905
77 H -4.845 -11.700 1.777
78 H -2.591 -12.347 0.954
79 C -4.022 -15.507 -2.891
80 C -4.214 -14.163 -2.620
81 C -4.165 -13.746 -1.299
82 N -3.945 -14.564 -0.272
83 C -3.763 -15.853 -0.551
84 C -3.790 -16.374 -1.835
85 H -4.052 -15.874 -3.909
86 H -4.399 -13.451 -3.413
87 H -4.308 -12.702 -1.039
88 H -3.587 -16.497 0.304
89 H -3.634 -17.430 -2.002
90 C -3.732 4.751 -4.368
91 C -2.947 4.901 -3.237
92 C -3.579 5.100 -2.019
93 N -4.901 5.158 -1.873
94 C -5.640 5.014 -2.971
95 C -5.110 4.808 -4.235
96 H -3.278 4.594 -5.338
97 H -1.868 4.864 -3.295
98 H -3.002 5.218 -1.108
99 H -6.713 5.068 -2.823
100 H -5.760 4.697 -5.092
101 C 0.383 8.852 6.738
102 C 1.053 7.913 5.972
103 C 0.822 7.895 4.605
104 N -0.011 8.728 3.984
105 C -0.649 9.622 4.737
106 C -0.488 9.727 6.110
107 H 0.538 8.901 7.808
108 H 1.740 7.210 6.422
109 H 1.327 7.177 3.968
110 H -1.323 10.286 4.206
111 H -1.031 10.476 6.670
112 C 3.984 11.624 6.819
113 C 4.747 11.835 7.955
114 C 4.092 12.057 9.157
115 N 2.767 12.081 9.283
116 C 2.049 11.877 8.180
117 C 2.604 11.644 6.931
118 H 4.457 11.446 5.862
119 H 5.828 11.829 7.913
120 H 4.651 12.224 10.071
121 H 0.973 11.904 8.312
122 H 1.969 11.481 6.071

# 3
The following is a DFT calculation (wB97M-V/def2-TZVPD) of a cluster of 9 separate species, C49H49N5O8 in total at a distorted geometry.

Output
Charge: 0
SMILES: Oc1ccc(O)cc1.Oc1ccc(O)cc1.Oc1ccc(O)cc1.Oc1ccc(O)cc1.c1ccncc1.c1ccncc1.c1ccncc1.c1ccncc1.c1ccncc1
E_LUMO (eV): 0.18
Relative energy (zero: lowest compared OMol25 entry of this formula, charge and spin) (kcal/mol): 40.47

Positions of all 111 atoms, in Å:
1 O 40.403 3.536 -3.735
2 C 40.238 4.012 -4.945
3 C 39.444 3.381 -5.813
4 C 39.246 3.930 -7.315
5 C 39.897 5.120 -7.520
6 O 39.734 5.765 -8.799
7 C 40.746 5.693 -6.647
8 C 40.979 5.211 -5.350
9 H 39.569 3.041 -3.604
10 H 38.816 2.621 -5.478
11 H 38.681 3.298 -8.053
12 H 39.154 5.374 -9.557
13 H 41.245 6.621 -6.971
14 H 41.674 5.638 -4.714
15 O 30.799 1.280 -2.155
16 C 32.077 1.441 -2.532
17 C 32.550 0.462 -3.529
18 C 34.042 0.380 -3.950
19 C 34.814 1.365 -3.398
20 O 36.140 1.341 -3.777
21 C 34.263 2.471 -2.661
22 C 32.968 2.344 -2.227
23 H 30.484 0.504 -2.528
24 H 32.100 -0.412 -4.086
25 H 34.434 -0.052 -4.762
26 H 36.589 0.661 -4.338
27 H 34.915 3.089 -2.459
28 H 32.889 3.150 -1.516
29 O 39.006 4.591 2.939
30 C 38.789 3.965 1.825
31 C 38.083 4.519 0.776
32 C 37.959 3.796 -0.552
33 C 38.581 2.609 -0.682
34 O 38.588 2.047 -1.957
35 C 39.158 1.956 0.382
36 C 39.233 2.573 1.610
37 H 38.318 5.024 3.129
38 H 37.682 5.656 0.490
39 H 37.435 4.216 -1.425
40 H 37.937 1.299 -1.869
41 H 39.623 0.927 0.020
42 H 39.945 2.304 2.341
43 O 37.912 7.706 3.251
44 C 38.926 8.480 2.977
45 C 40.192 7.911 3.139
46 C 41.363 9.063 3.158
47 C 41.114 10.267 2.812
48 O 42.128 11.314 2.680
49 C 39.865 10.687 2.333
50 C 38.840 9.854 2.494
51 H 37.273 8.107 2.747
52 H 40.574 6.834 3.385
53 H 42.164 8.763 3.493
54 H 43.119 10.919 2.617
55 H 39.655 11.589 1.874
56 H 37.826 10.311 2.227
57 C 38.201 5.520 6.448
58 C 39.531 5.467 5.928
59 C 40.528 4.820 6.604
60 N 40.336 4.347 7.862
61 C 39.054 4.430 8.401
62 C 37.979 4.865 7.699
63 H 37.556 6.118 5.949
64 H 39.819 6.132 5.174
65 H 41.511 4.798 6.281
66 H 39.031 3.778 9.412
67 H 37.030 4.786 8.071
68 C 32.846 3.525 2.031
69 C 33.292 2.945 3.240
70 C 34.510 3.225 3.703
71 N 35.307 4.312 3.210
72 C 34.843 4.956 2.104
73 C 33.681 4.645 1.482
74 H 31.942 3.175 1.378
75 H 32.475 2.244 3.581
76 H 34.937 2.734 4.582
77 H 35.606 5.740 1.899
78 H 33.197 5.070 0.501
79 C 37.108 8.711 -1.559
80 C 38.006 7.644 -1.719
81 C 38.117 7.188 -3.005
82 N 37.464 7.558 -4.049
83 C 36.468 8.510 -3.896
84 C 36.499 9.283 -2.754
85 H 37.025 9.242 -0.513
86 H 38.447 7.142 -0.972
87 H 39.027 6.400 -3.445
88 H 36.121 8.971 -4.799
89 H 35.973 10.272 -2.684
90 C 44.062 2.170 2.222
91 C 43.072 3.156 1.872
92 C 42.782 4.214 2.805
93 N 43.255 4.332 4.050
94 C 44.077 3.376 4.446
95 C 44.506 2.257 3.640
96 H 44.156 1.388 1.559
97 H 42.536 2.999 0.914
98 H 41.932 4.871 2.638
99 H 44.345 3.406 5.350
100 H 45.059 1.437 4.066
101 C 37.612 0.570 4.795
102 C 38.667 1.470 5.048
103 C 39.714 1.121 6.007
104 N 39.608 -0.005 6.722
105 C 38.679 -0.928 6.410
106 C 37.600 -0.703 5.546
107 H 36.584 0.807 4.227
108 H 38.665 2.398 4.433
109 H 40.499 1.741 6.082
110 H 38.631 -1.734 7.040
111 H 36.881 -1.401 5.257

# 4
The following is a DFT calculation (wB97M-V/def2-TZVPD) of a structure of composition C49H50Cl2GeNO5P2SW at a distorted geometry.

Output
Charge: +3
E_LUMO (eV): -10.61
Relative energy (zero: lowest compared OMol25 entry of this formula, charge and spin) (kcal/mol): 0.00

Positions of all 112 atoms, in Å:
1 W 0.765 0.476 -0.795
2 O 4.906 0.643 -1.520
3 C 3.795 1.008 -1.640
4 O 2.773 0.367 -0.888
5 C 3.266 2.168 -2.435
6 C 2.374 3.052 -1.551
7 C 2.109 4.394 -2.198
8 C 1.201 4.012 -3.391
9 C 1.035 2.510 -3.235
10 O 1.047 2.361 -1.738
11 C 2.293 1.731 -3.583
12 C 2.014 0.234 -3.536
13 O 2.595 -0.610 -4.131
14 O 0.952 -0.051 -2.716
15 H 4.119 2.719 -2.825
16 H 2.611 3.058 -0.487
17 H 3.041 4.867 -2.501
18 H 1.601 5.063 -1.507
19 H 1.643 4.244 -4.358
20 H 0.240 4.516 -3.335
21 H 0.105 2.099 -3.616
22 H 2.708 1.981 -4.558
23 C -7.447 0.211 -1.290
24 S -6.988 1.196 0.155
25 C -5.234 0.770 0.259
26 C -4.351 1.522 -0.732
27 C -2.880 1.468 -0.360
28 N -2.330 0.059 -0.221
29 P -1.077 -0.127 0.975
30 C -1.374 -1.772 1.614
31 C -0.350 -2.559 2.121
32 C -0.642 -3.772 2.723
33 C -1.960 -4.198 2.816
34 C -2.986 -3.421 2.292
35 C -2.700 -2.210 1.684
36 C -1.371 1.030 2.325
37 C -2.113 0.546 3.412
38 C -2.416 1.377 4.480
39 C -1.983 2.692 4.486
40 C -1.244 3.184 3.415
41 C -0.942 2.361 2.346
42 P -1.417 -0.496 -1.566
43 C -2.357 -0.403 -3.073
44 C -3.683 -0.848 -3.006
45 C -4.423 -0.949 -4.171
46 C -3.852 -0.608 -5.390
47 C -2.533 -0.180 -5.456
48 C -1.775 -0.084 -4.300
49 C -0.899 -2.192 -1.329
50 C -1.756 -3.286 -1.407
51 C -1.267 -4.559 -1.155
52 C 0.070 -4.753 -0.827
53 C 0.942 -3.673 -0.741
54 C 0.442 -2.411 -1.011
55 H -8.492 0.428 -1.498
56 H -7.346 -0.855 -1.089
57 H -6.864 0.481 -2.170
58 H -5.128 -0.311 0.120
59 H -4.935 1.001 1.285
60 H -4.631 2.578 -0.737
61 H -4.524 1.153 -1.739
62 H -2.769 1.933 0.618
63 H -2.274 2.062 -1.062
64 H 0.682 -2.252 2.030
65 H 0.158 -4.388 3.111
66 H -2.189 -5.143 3.289
67 H -4.011 -3.759 2.359
68 H -3.500 -1.607 1.275
69 H -2.444 -0.480 3.446
70 H -2.987 0.989 5.312
71 H -2.219 3.337 5.320
72 H -0.911 4.212 3.415
73 H -0.379 2.783 1.524
74 H -4.131 -1.119 -2.058
75 H -5.446 -1.298 -4.129
76 H -4.437 -0.689 -6.296
77 H -2.089 0.064 -6.410
78 H -0.737 0.200 -4.362
79 H -2.800 -3.156 -1.662
80 H -1.930 -5.410 -1.227
81 H 0.438 -5.754 -0.650
82 H 1.987 -3.810 -0.501
83 H 1.234 -1.631 -1.039
84 Ge 2.504 -0.069 1.121
85 C 3.288 -1.831 1.152
86 C 4.108 -2.216 0.082
87 C 4.727 -3.459 0.093
88 C 4.541 -4.325 1.159
89 C 3.739 -3.946 2.227
90 C 3.119 -2.708 2.227
91 C 3.472 1.508 1.647
92 C 4.859 1.453 1.509
93 C 5.627 2.561 1.843
94 C 5.017 3.712 2.319
95 C 3.635 3.766 2.465
96 C 2.861 2.665 2.131
97 H 0.340 1.810 0.166
98 H 4.288 -1.562 -0.757
99 H 5.364 -3.742 -0.734
100 H 5.033 -5.288 1.167
101 H 3.609 -4.612 3.069
102 H 2.519 -2.433 3.085
103 H 5.352 0.555 1.155
104 H 6.702 2.518 1.741
105 H 5.622 4.567 2.591
106 H 3.168 4.662 2.852
107 H 1.788 2.706 2.279
108 Cl 1.393 -0.035 3.681
109 C 2.632 -0.119 5.050
110 Cl 4.256 -0.276 4.477
111 H 2.327 -0.990 5.619
112 H 2.485 0.812 5.585